No. 1
H38O23V2 as an isolated structure in a non-equilibrium geometry, computed with ωB97M-V/def2-TZVPD.

Structure (XYZ):
```
63
Properties=species:S:1:pos:R:3:lowdin_charge:R:1
O -1.13 -0.07 0.34 -0.30
V -0.68 -0.20 -1.20 1.03
O -0.63 -1.82 -1.23 -0.34
O 1.02 -0.53 -0.34 -0.43
V 1.99 -0.36 0.95 1.02
O 1.23 0.94 1.55 -0.25
O -2.24 2.69 0.37 -0.01
H -1.95 3.25 1.07 0.02
H -2.49 3.29 -0.32 0.08
O -3.11 -1.61 -0.69 -0.05
H -3.32 -2.31 -1.31 0.08
H -2.66 -2.07 0.04 0.07
O 1.47 -3.08 -2.21 -0.06
H 1.44 -4.09 -2.18 0.13
H 1.95 -2.84 -3.02 0.10
O -1.71 0.67 2.61 -0.05
H -2.53 0.16 2.82 0.11
H -1.46 0.30 1.75 -0.06
O 2.17 3.35 0.70 -0.01
H 1.32 3.48 1.09 -0.01
H 2.49 4.04 0.14 0.08
O -0.20 3.91 1.86 -0.04
H -0.91 4.40 2.27 0.08
H -0.06 3.23 2.54 0.02
O -2.42 0.92 -2.03 -0.03
H -3.07 0.30 -2.40 0.09
H -2.50 1.71 -2.55 0.11
O 0.62 -1.59 1.95 -0.01
H 0.48 -1.60 2.91 0.13
H -0.26 -1.70 1.62 0.07
O 3.27 -0.43 2.50 -0.02
H 3.10 -0.96 3.28 0.12
H 3.39 0.45 2.85 0.04
O -0.92 -3.64 -3.41 -0.01
H -0.20 -3.27 -2.90 -0.01
H -0.54 -4.21 -4.11 0.11
O 2.82 -2.20 0.08 -0.06
H 2.35 -2.38 -0.74 0.03
H 2.71 -3.01 0.64 0.13
O -4.48 0.61 0.04 -0.04
H -4.15 -0.25 -0.13 -0.04
H -3.68 1.13 0.14 -0.02
O 0.31 1.94 3.72 -0.06
H -0.54 1.55 3.41 0.01
H 0.93 1.50 3.15 -0.05
O 0.11 1.73 -0.75 -0.08
H 0.79 2.37 -0.93 0.08
H -0.56 2.17 -0.23 0.03
O -0.34 -3.93 -0.12 -0.06
H -0.42 -3.13 -0.71 -0.08
H -1.19 -4.23 0.15 0.03
O 3.18 2.22 3.19 -0.01
H 2.66 2.59 3.92 0.09
H 2.97 2.67 2.39 0.00
O 3.29 0.75 -0.14 -0.01
H 3.37 0.37 -1.06 0.14
H 3.02 1.67 -0.23 0.06
O 0.49 0.04 -3.07 0.00
H 1.41 0.07 -3.23 0.07
H 0.14 0.23 -3.92 0.08
O -1.89 -1.38 -3.48 -0.13
H -1.41 -2.26 -3.59 -0.01
H -2.80 -1.56 -3.81 0.08
```

Properties
energy relative to the best compared isomer or geometry (same formula, charge and spin): 0.00 kJ/mol
energy: -99072.7186 eV
HOMO energy: -15.07 eV
total charge: +2
Kohn-Sham gap: 7.6 eV



No. 2
A 2-piece molecular cluster, C2H2NO2S2 overall in a non-equilibrium geometry, computed with ωB97M-V/def2-TZVPD.

Structure (XYZ):
```
9
Properties=species:S:1:pos:R:3:nbo_charge:R:1
C 0.71 1.52 0.22 1.03
C 0.67 -0.93 -0.38 -0.20
N -0.58 -0.71 -0.31 -0.58
O 1.61 1.67 -0.52 -0.57
O -0.20 1.55 0.96 -0.50
S -1.65 -0.89 0.98 0.25
S -3.22 -0.14 0.04 -0.71
H 1.07 -0.85 -1.37 0.15
H 1.57 -1.22 0.37 0.12
```

Properties
energy relative to the best compared isomer or geometry (same formula, charge and spin): 191.12 kJ/mol
energy: -29362.3360 eV
HOMO energy (alpha / beta): -2.20 / -2.20 eV
total charge: -1
Kohn-Sham gap (alpha / beta): 5.6 / 5.6 eV



No. 3
C40H55AlN7O2P as an isolated structure, computed with ωB97M-V/def2-TZVPD.

Structure (XYZ):
```
106
Properties=species:S:1:pos:R:3:lowdin_charge:R:1
Al 1.41 0.01 0.12 0.02
C 2.96 5.07 1.72 -0.01
N 2.15 4.08 1.05 -0.11
C 1.10 4.33 0.24 0.00
C 0.60 3.12 -0.13 -0.04
N 1.33 2.13 0.43 0.10
C 2.28 2.75 1.15 -0.40
P 3.46 1.91 2.25 1.23
C 4.09 0.73 1.01 -0.39
N 3.34 -0.03 0.22 0.08
C 4.18 -0.77 -0.53 -0.03
C 5.47 -0.46 -0.18 0.01
N 5.39 0.49 0.79 -0.10
C 6.50 1.13 1.45 -0.01
C 2.17 0.80 2.91 -0.40
N 1.26 0.16 2.18 0.08
C 0.46 -0.49 3.06 -0.05
C 0.89 -0.24 4.33 0.00
N 1.96 0.59 4.22 -0.11
C 2.70 1.18 5.30 -0.01
H 2.67 6.06 1.38 0.11
H 4.01 4.90 1.51 0.10
H 2.80 5.01 2.80 0.10
H 0.80 5.33 -0.02 0.14
H -0.26 2.91 -0.74 0.10
H 3.82 -1.48 -1.25 0.14
H 6.41 -0.84 -0.55 0.14
H 7.43 0.73 1.07 0.11
H 6.46 0.95 2.53 0.10
H 6.47 2.21 1.28 0.10
H -0.36 -1.09 2.74 0.12
H 0.51 -0.58 5.27 0.14
H 2.36 0.77 6.24 0.11
H 2.55 2.26 5.31 0.10
H 3.77 0.97 5.19 0.10
C -4.65 -3.81 2.00 -0.02
C -4.08 -3.67 0.57 -0.55
C -4.08 -5.05 -0.10 -0.03
C -5.00 -2.76 -0.24 -0.05
C -2.67 -3.13 0.66 -0.12
C -2.35 -1.87 0.23 0.07
C -1.02 -1.42 0.27 -0.13
N -0.52 -0.31 -0.23 0.16
C -0.93 0.55 -1.16 -0.15
C -2.20 1.11 -1.33 0.06
C -2.37 2.09 -2.27 -0.14
C -1.32 2.32 -3.20 0.07
C -0.07 1.74 -3.11 -0.08
C 0.20 0.92 -1.99 -0.22
O 1.35 0.42 -1.66 0.03
C 1.02 1.97 -4.15 -0.53
C 2.27 2.55 -3.48 -0.03
C 1.32 0.62 -4.81 -0.02
C 0.59 2.93 -5.26 -0.05
C -3.60 2.98 -2.31 -0.55
C -3.14 4.44 -2.21 -0.03
C -4.54 2.71 -1.13 -0.05
C -4.36 2.75 -3.62 -0.02
C 0.07 -2.28 0.75 -0.20
O 1.26 -1.85 0.54 0.04
C -0.30 -3.53 1.33 -0.06
C -1.62 -3.91 1.23 0.08
C 0.66 -4.45 2.09 -0.53
C 2.07 -3.85 2.24 -0.04
C 0.10 -4.68 3.50 -0.03
C 0.78 -5.79 1.36 -0.02
H -5.68 -4.14 1.93 0.09
H -4.63 -2.85 2.52 0.09
H -4.10 -4.54 2.58 0.08
H -5.10 -5.41 -0.17 0.10
H -3.51 -5.79 0.46 0.08
H -3.67 -4.99 -1.11 0.10
H -5.97 -3.23 -0.34 0.09
H -4.61 -2.59 -1.24 0.09
H -5.16 -1.80 0.26 0.09
H -3.10 -1.21 -0.18 0.10
H -2.98 0.85 -0.64 0.11
H -1.51 2.99 -4.02 0.11
H 2.69 1.86 -2.76 0.07
H 2.03 3.49 -2.98 0.09
H 3.02 2.74 -4.24 0.09
H 1.67 -0.11 -4.09 0.08
H 2.09 0.75 -5.57 0.09
H 0.42 0.23 -5.29 0.10
H 0.37 3.92 -4.88 0.09
H -0.26 2.55 -5.81 0.09
H 1.41 3.03 -5.97 0.09
H -2.63 4.62 -1.26 0.09
H -4.00 5.10 -2.26 0.10
H -2.46 4.72 -3.02 0.08
H -4.04 2.87 -0.18 0.09
H -4.95 1.70 -1.15 0.09
H -5.38 3.40 -1.19 0.09
H -3.77 3.06 -4.48 0.08
H -5.28 3.34 -3.62 0.09
H -4.61 1.70 -3.74 0.10
H -1.90 -4.87 1.63 0.12
H 2.03 -2.88 2.74 0.07
H 2.55 -3.73 1.28 0.08
H 2.67 -4.52 2.84 0.09
H -0.04 -3.74 4.02 0.08
H 0.80 -5.29 4.08 0.09
H -0.85 -5.21 3.48 0.08
H 1.15 -5.66 0.34 0.09
H -0.17 -6.31 1.31 0.08
H 1.48 -6.43 1.89 0.09
```

Properties
energy: -72777.9411 eV
HOMO energy (alpha / beta): -12.86 / -12.62 eV
total charge: +2
Kohn-Sham gap (alpha / beta): 6.0 / 5.5 eV



No. 4
A 2-piece molecular cluster, C2H5NO2 overall in a non-equilibrium geometry, computed with ωB97M-V/def2-TZVPD.

Structure (XYZ):
```
10
Properties=species:S:1:pos:R:3:nbo_charge:R:1
O 4.59 -3.54 3.16 -0.56
C 3.66 -4.13 2.67 0.64
O 3.06 -4.36 1.47 -0.66
H 3.16 -4.66 3.47 0.09
H 3.57 -3.79 0.84 0.49
C -3.76 3.72 -2.16 -0.05
N -2.77 4.48 -2.40 -0.62
H -3.97 3.80 -1.03 0.18
H -4.61 3.38 -2.82 0.15
H -2.93 5.12 -3.20 0.34
```

Properties
energy relative to the best compared isomer or geometry (same formula, charge and spin): 298.49 kJ/mol
energy: -7737.6577 eV
SMILES: O=CO.C=N
HOMO energy: -9.54 eV
total charge: 0
Kohn-Sham gap: 10.2 eV



No. 5
One molecule with the formula C24H26N6O2 in a non-equilibrium geometry, computed with ωB97M-V/def2-TZVPD.

Structure (XYZ):
```
58
Properties=species:S:1:pos:R:3:nbo_charge:R:1
C -0.70 -0.29 6.95 -0.63
C -0.17 0.39 5.72 -0.03
C 0.67 1.50 5.85 -0.17
C 1.18 2.15 4.75 -0.26
C 0.85 1.70 3.47 0.26
N 1.34 2.31 2.35 -0.58
C 1.07 1.94 1.05 0.63
O 1.57 2.56 0.12 -0.64
C 0.18 0.80 0.91 -0.14
C -0.16 0.44 -0.52 -0.13
C -0.16 -1.02 -0.79 0.34
N -0.04 -2.02 0.06 -0.32
N -0.14 -3.13 -0.66 -0.07
N -0.31 -2.87 -1.89 -0.05
N -0.33 -1.54 -2.02 -0.19
C -0.46 -0.90 -3.30 -0.22
C 0.90 -0.42 -3.82 -0.44
C 1.91 -1.53 -3.72 0.07
C 2.76 -1.61 -2.62 -0.25
C 3.63 -2.67 -2.48 -0.18
C 3.67 -3.67 -3.44 -0.22
C 2.84 -3.60 -4.54 -0.20
C 1.96 -2.54 -4.67 -0.24
N -1.44 0.99 -1.00 -0.44
C -2.61 0.51 -0.29 -0.26
C -3.85 0.97 -1.05 -0.07
O -3.90 2.37 -1.17 -0.52
C -2.74 2.86 -1.80 -0.07
C -1.47 2.44 -1.05 -0.25
C -0.32 0.16 1.99 -0.09
C 0.00 0.59 3.32 -0.14
C -0.50 -0.05 4.46 -0.16
H 0.12 -0.65 7.57 0.22
H -1.28 0.41 7.55 0.22
H -1.33 -1.13 6.69 0.22
H 0.93 1.85 6.84 0.21
H 1.83 3.00 4.86 0.21
H 1.96 3.10 2.46 0.41
H 0.61 0.91 -1.14 0.26
H -1.15 -0.06 -3.19 0.24
H -0.88 -1.65 -3.98 0.23
H 1.24 0.44 -3.24 0.21
H 0.78 -0.11 -4.86 0.22
H 2.73 -0.83 -1.86 0.21
H 4.28 -2.72 -1.62 0.21
H 4.35 -4.50 -3.33 0.21
H 2.86 -4.37 -5.29 0.21
H 1.30 -2.49 -5.53 0.21
H -2.59 -0.58 -0.24 0.21
H -2.66 0.90 0.74 0.18
H -4.76 0.67 -0.53 0.20
H -3.84 0.51 -2.06 0.16
H -2.83 3.94 -1.82 0.20
H -2.69 2.47 -2.83 0.16
H -0.59 2.80 -1.57 0.22
H -1.50 2.88 -0.04 0.18
H -0.95 -0.71 1.88 0.24
H -1.14 -0.91 4.33 0.21
```

Properties
energy relative to the best compared isomer or geometry (same formula, charge and spin): 170.84 kJ/mol
energy: -38345.5786 eV
SMILES: Cc1ccc2[nH]c(=O)c([C@@H](c3nnnn3CCc3ccccc3)N3CCOCC3)cc2c1
HOMO energy: -8.44 eV
total charge: 0
Kohn-Sham gap: 8.5 eV



No. 6
One molecule with the formula C3H5NO2, computed with ωB97M-V/def2-TZVPD.

Structure (XYZ):
```
11
Properties=species:S:1:pos:R:3:nbo_charge:R:1
H 2.75 0.93 -0.12 0.36
N 1.81 0.56 -0.25 -0.70
C 1.42 -0.04 0.79 0.41
O 0.20 -0.63 0.88 -0.54
C -0.52 -0.74 -0.33 0.82
C -1.63 0.25 -0.40 -0.73
O -0.26 -1.61 -1.11 -0.51
H 1.95 -0.17 1.74 0.16
H -2.36 0.01 0.38 0.24
H -1.24 1.25 -0.21 0.25
H -2.11 0.20 -1.38 0.24
```

Properties
energy relative to the best compared isomer or geometry (same formula, charge and spin): 86.71 kJ/mol
energy: -8776.7960 eV
SMILES: [H]/N=C/OC(C)=O
HOMO energy: -10.59 eV
total charge: 0
Kohn-Sham gap: 11.5 eV